(1)
{"formula": "C32H39BrGe2O2RuSi2", "method": "ωB97M-V/def2-TZVPD", "s2": 0.756, "gap_ev": [7.985, 7.046], "spin_multiplicity": 2, "homo_energy_ev": [-11.3720, -11.2852], "lumo_ev": [-3.39, -4.24], "de_lowest_kcal_mol": 0.0, "e_tot_ha": -8794.81246, "charge": 1, "species": ["Ru", "C", "Si", "C", "C", "C", "C", "C", "C", "C", "Si", "C", "C", "H", "H", "H", "H", "H", "H", "H", "H", "H", "H", "H", "H", "H", "H", "H", "H", "C", "Ge", "C", "C", "Ge", "C", "C", "C", "C", "C", "C", "C", "C", "C", "C", "C", "C", "H", "H", "H", "H", "H", "H", "H", "H", "H", "H", "H", "H", "H", "H", "H", "H", "H", "H", "H", "Br", "C", "C", "C", "C", "C", "C", "C", "O", "O", "H", "H", "H", "H"], "xyz": [[0.48, 0.69, 0.12], [3.52, -1.29, -0.17], [2.72, 0.28, -0.79], [2.37, 0.10, -2.62], [3.87, 1.71, -0.41], [5.24, 1.65, -0.68], [6.06, 2.73, -0.37], [5.52, 3.87, 0.21], [4.17, 3.94, 0.48], [3.33, 2.86, 0.17], [1.48, 2.85, 0.35], [0.69, 3.60, -1.19], [0.94, 3.77, 1.89], [4.51, -1.31, -0.65], [3.01, -2.20, -0.47], [3.68, -1.30, 0.91], [3.34, -0.08, -3.11], [1.94, 1.00, -3.07], [1.73, -0.76, -2.83], [5.68, 0.77, -1.13], [7.12, 2.68, -0.58], [6.17, 4.70, 0.46], [3.76, 4.83, 0.94], [1.14, 4.58, -1.37], [-0.38, 3.73, -1.09], [0.89, 3.00, -2.08], [1.48, 4.73, 1.92], [1.19, 3.25, 2.81], [-0.12, 4.00, 1.88], [-4.33, -1.45, -3.32], [-2.42, -1.56, -2.98], [-1.71, -3.36, -3.24], [-1.42, -0.26, -4.04], [-1.92, -1.13, -0.63], [-2.55, -2.36, 0.72], [-3.16, -1.95, 1.91], [-3.54, -2.88, 2.86], [-3.32, -4.23, 2.64], [-2.74, -4.66, 1.45], [-2.37, -3.73, 0.49], [-2.04, 0.75, -0.04], [-1.96, 1.21, 1.29], [-2.35, 2.50, 1.62], [-2.83, 3.36, 0.64], [-2.90, 2.94, -0.68], [-2.50, 1.66, -1.01], [-4.52, -1.69, -4.37], [-4.71, -0.44, -3.14], [-4.89, -2.15, -2.70], [-1.62, -3.57, -4.30], [-2.38, -4.11, -2.80], [-0.73, -3.46, -2.78], [-1.39, -0.61, -5.07], [-0.39, -0.17, -3.68], [-1.88, 0.73, -4.03], [-3.37, -0.90, 2.09], [-4.01, -2.55, 3.78], [-3.60, -4.95, 3.39], [-2.58, -5.71, 1.27], [-1.92, -4.07, -0.43], [-1.65, 0.54, 2.08], [-2.30, 2.82, 2.65], [-3.14, 4.36, 0.91], [-3.27, 3.61, -1.44], [-2.58, 1.34, -2.05], [0.39, -3.56, 5.28], [0.56, -2.33, 3.87], [0.70, -0.98, 4.15], [0.82, -0.06, 3.11], [0.76, -0.48, 1.78], [0.64, -1.85, 1.53], [0.55, -2.78, 2.56], [0.51, -2.34, 0.13], [0.73, -3.44, -0.27], [-0.01, -1.36, -0.70], [0.73, -0.63, 5.17], [0.95, 0.99, 3.34], [1.68, 0.39, 1.12], [0.44, -3.83, 2.32]], "mulliken_charge": [-0.499, -1.527, 1.104, -1.188, 0.311, -0.774, -0.733, -0.644, -0.936, 0.604, 1.333, -1.052, -1.373, 0.504, 0.421, 0.396, 0.480, 0.303, 0.265, 0.347, 0.409, 0.422, 0.348, 0.477, 0.263, 0.197, 0.462, 0.410, 0.330, -1.236, 0.890, -1.255, -1.185, -0.474, 0.506, 0.182, -0.767, -0.562, -0.808, -0.410, -1.098, 1.444, -1.578, -0.297, -0.963, 0.075, 0.435, 0.377, 0.388, 0.490, 0.380, 0.379, 0.495, 0.270, 0.407, 0.527, 0.462, 0.421, 0.448, 0.268, 0.870, 0.502, 0.417, 0.460, -0.083, -0.136, -0.372, -0.589, -0.383, 0.993, 0.760, -0.896, 0.408, -0.592, -0.103, 0.473, 0.400, -0.676, 0.679]}

***

(2)
{"formula": "C30H65Cl2F3NO13P4", "method": "ωB97M-V/def2-TZVPD", "gap_ev": 7.234, "homo_energy_ev": -11.4078, "lumo_ev": -4.17, "e_tot_ha": -4800.38457, "charge": 1, "species": ["C", "C", "Cl", "C", "Cl", "C", "N", "C", "C", "C", "C", "C", "O", "C", "F", "F", "F", "P", "C", "C", "H", "H", "H", "H", "H", "H", "H", "H", "H", "H", "H", "H", "H", "H", "H", "H", "H", "H", "H", "H", "O", "P", "O", "C", "C", "O", "C", "C", "O", "C", "C", "H", "H", "H", "H", "H", "H", "H", "H", "H", "H", "H", "H", "H", "H", "H", "O", "P", "O", "C", "C", "O", "C", "C", "O", "C", "C", "H", "H", "H", "H", "H", "H", "H", "H", "H", "H", "H", "H", "H", "H", "H", "O", "P", "O", "C", "C", "O", "C", "C", "O", "C", "C", "H", "H", "H", "H", "H", "H", "H", "H", "H", "H", "H", "H", "H", "H", "H"], "xyz": [[-4.66, -4.37, 1.45], [-3.55, -4.40, 0.37], [-3.93, -5.77, -0.73], [-3.49, -3.10, -0.45], [-2.62, -3.26, -2.00], [-2.95, -1.82, 0.25], [-3.83, -1.36, 1.33], [-3.33, -1.57, 2.49], [-2.02, -2.29, 2.39], [-1.59, -1.80, 1.01], [-0.27, -2.17, 0.31], [0.27, -3.60, 0.46], [-0.57, -4.61, -0.04], [0.70, -3.98, 1.89], [0.92, -2.89, 2.66], [1.84, -4.70, 1.87], [-0.24, -4.74, 2.50], [-1.34, 0.09, 1.39], [-0.91, 0.96, -0.15], [0.02, 0.24, 2.59], [-5.29, -5.25, 1.38], [-4.22, -4.38, 2.44], [-5.26, -3.46, 1.38], [-2.61, -4.67, 0.82], [-4.52, -2.89, -0.73], [-2.86, -1.13, -0.59], [-4.70, -0.87, 1.15], [-3.84, -1.24, 3.38], [-1.35, -2.02, 3.21], [-2.26, -3.35, 2.52], [0.54, -1.50, 0.61], [-0.40, -2.00, -0.76], [1.20, -3.63, -0.11], [-0.41, -4.68, -0.98], [-1.74, 0.87, -0.85], [0.04, 0.67, -0.61], [-0.85, 2.01, 0.11], [-0.38, -0.09, 3.55], [0.90, -0.37, 2.40], [0.32, 1.28, 2.69], [-3.62, -8.26, -6.94], [-4.51, -7.11, -6.75], [-6.05, -7.47, -6.89], [-6.62, -8.46, -6.01], [-6.78, -7.96, -4.59], [-4.37, -6.14, -8.02], [-3.47, -6.43, -9.09], [-4.16, -7.22, -10.18], [-4.53, -5.96, -5.65], [-3.44, -5.84, -4.71], [-2.10, -5.64, -5.39], [-6.02, -9.37, -6.04], [-7.60, -8.69, -6.44], [-5.81, -7.84, -4.10], [-7.36, -8.67, -4.00], [-7.28, -6.99, -4.58], [-2.59, -6.96, -8.72], [-3.14, -5.47, -9.48], [-4.69, -8.08, -9.77], [-3.43, -7.59, -10.91], [-4.88, -6.60, -10.71], [-3.42, -6.73, -4.07], [-3.68, -4.99, -4.07], [-1.82, -6.52, -5.97], [-1.32, -5.47, -4.64], [-2.15, -4.79, -6.07], [3.00, 2.95, 0.91], [4.33, 3.22, 0.33], [4.07, 3.74, -1.17], [3.36, 4.97, -1.37], [4.17, 6.19, -0.99], [4.97, 1.77, 0.01], [4.36, 0.57, 0.46], [3.39, 0.03, -0.58], [5.74, 3.93, 0.53], [6.13, 4.44, 1.84], [6.12, 3.35, 2.90], [2.42, 4.94, -0.81], [3.11, 5.00, -2.43], [4.32, 6.25, 0.09], [3.66, 7.10, -1.31], [5.16, 6.15, -1.46], [3.85, 0.73, 1.42], [5.16, -0.15, 0.64], [2.72, 0.81, -0.93], [2.80, -0.79, -0.16], [3.94, -0.35, -1.44], [5.46, 5.25, 2.12], [7.12, 4.85, 1.72], [5.11, 2.97, 3.07], [6.50, 3.74, 3.84], [6.74, 2.51, 2.59], [1.18, 7.10, 5.41], [2.42, 7.28, 4.65], [2.17, 7.76, 3.15], [1.50, 9.00, 2.91], [2.35, 10.21, 3.25], [3.02, 5.82, 4.32], [2.38, 4.63, 4.79], [1.40, 4.10, 3.77], [3.79, 7.96, 5.01], [4.05, 8.43, 6.36], [3.95, 7.31, 7.38], [0.56, 9.02, 3.46], [1.25, 9.00, 1.85], [2.49, 10.30, 4.32], [1.86, 11.12, 2.90], [3.33, 10.13, 2.78], [1.90, 4.80, 5.75], [3.18, 3.90, 4.96], [0.72, 4.88, 3.41], [0.80, 3.29, 4.19], [1.93, 3.71, 2.90], [3.35, 9.23, 6.60], [5.05, 8.85, 6.35], [2.93, 6.92, 7.44], [4.23, 7.67, 8.36], [4.60, 6.48, 7.10]], "mulliken_charge": [-1.299, 0.626, -0.119, -0.608, -0.180, -0.850, 0.183, -0.786, -0.778, 1.612, -1.456, -0.896, -0.487, 0.533, -0.202, -0.292, -0.259, -0.124, -1.065, -0.710, 0.506, 0.287, 0.294, -0.172, 0.772, 0.724, 0.269, 0.388, 0.720, 0.270, 0.421, 0.732, 0.654, 0.367, 0.371, 0.257, 0.464, 0.328, 0.256, 0.225, -0.727, 0.890, -0.335, -0.328, -0.899, -0.359, -0.255, -1.068, -0.277, 0.039, -1.246, 0.296, 0.320, 0.181, 0.412, 0.254, 0.302, 0.337, 0.285, 0.357, 0.282, 0.216, 0.252, 0.387, 0.384, 0.317, -0.549, 1.162, -0.462, -0.284, -0.805, -0.430, -0.374, -0.590, -0.461, -0.070, -1.066, 0.195, 0.343, 0.044, 0.423, 0.259, 0.227, 0.384, 0.214, 0.001, 0.378, 0.145, 0.367, 0.168, 0.424, 0.320, -0.764, 0.303, -0.148, -0.352, -0.912, 0.124, -0.554, -0.358, -0.250, -0.227, -1.070, 0.310, 0.316, 0.187, 0.417, 0.252, 0.367, 0.382, 0.278, 0.310, -0.156, 0.287, 0.358, 0.298, 0.410, 0.235]}

***

(3)
{"formula": "C18H50BaO16", "method": "ωB97M-V/def2-TZVPD", "gap_ev": 4.848, "homo_energy_ev": -6.0491, "lumo_ev": -1.20, "de_lowest_kcal_mol": 20.7, "e_tot_ha": -1945.02863, "species": ["Ba", "C", "C", "C", "O", "C", "C", "C", "O", "O", "O", "H", "H", "C", "O", "H", "H", "H", "H", "C", "O", "H", "H", "H", "H", "C", "O", "H", "H", "H", "H", "C", "O", "H", "H", "H", "H", "C", "O", "H", "H", "H", "H", "C", "O", "H", "H", "H", "H", "C", "O", "H", "H", "H", "H", "C", "O", "H", "H", "H", "H", "C", "O", "H", "H", "H", "H", "C", "O", "H", "H", "H", "H", "C", "O", "H", "H", "H", "H", "C", "O", "H", "H", "H", "H"], "xyz": [[-0.42, -0.03, 0.54], [1.07, 4.38, 1.47], [0.81, 5.54, 0.77], [0.27, 5.52, -0.64], [-0.09, 6.59, -1.26], [-0.07, 4.37, -1.29], [0.14, 3.10, -0.65], [0.74, 3.13, 0.84], [1.01, 2.04, 1.43], [-0.11, 1.98, -1.15], [1.31, 6.57, 1.36], [1.51, 4.38, 2.46], [-0.51, 4.37, -2.27], [-1.12, -6.15, -0.47], [-1.49, -4.77, -0.34], [-0.52, -6.49, 0.38], [-2.07, -6.66, -0.60], [-0.51, -6.28, -1.36], [-2.09, -4.55, -1.05], [1.69, -1.65, 3.65], [1.60, -0.75, 2.63], [0.77, -2.21, 3.81], [2.58, -2.29, 3.56], [1.84, -1.09, 4.57], [2.44, -0.29, 2.66], [2.86, -3.57, -2.68], [1.63, -2.83, -2.68], [3.60, -2.94, -2.19], [2.85, -4.59, -2.32], [3.24, -3.61, -3.70], [0.93, -3.34, -3.08], [2.85, 0.01, -1.24], [1.72, -0.75, -0.89], [3.59, -0.04, -0.44], [3.18, -0.27, -2.24], [2.60, 1.07, -1.15], [1.79, -1.49, -1.51], [-3.92, 1.05, 0.35], [-2.70, 1.70, 0.63], [-3.85, 0.14, -0.25], [-4.41, 0.88, 1.31], [-4.58, 1.74, -0.17], [-2.91, 2.50, 1.12], [-0.83, 1.39, 3.94], [-1.23, 0.26, 3.17], [-0.83, 2.25, 3.26], [-1.49, 1.66, 4.76], [0.20, 1.32, 4.28], [-1.51, -0.42, 3.78], [-2.59, -2.62, 2.34], [-2.37, -1.87, 1.13], [-2.94, -3.63, 2.14], [-1.64, -2.79, 2.85], [-3.21, -2.04, 3.02], [-3.14, -1.99, 0.57], [1.53, -3.54, 0.78], [0.34, -2.88, 0.49], [2.32, -2.80, 0.88], [1.48, -4.10, 1.72], [1.73, -4.21, -0.06], [-0.32, -3.55, 0.30], [1.11, 2.83, -4.34], [1.44, 1.82, -3.40], [1.48, 3.81, -4.02], [1.40, 2.61, -5.36], [0.04, 3.03, -4.27], [0.87, 1.94, -2.63], [-0.96, -0.94, -2.82], [-1.80, -1.02, -1.74], [-1.45, -0.37, -3.61], [-0.04, -0.39, -2.63], [-0.70, -1.91, -3.24], [-2.65, -1.27, -2.12], [-3.04, 2.26, -3.20], [-4.40, 2.68, -2.89], [-2.96, 2.08, -4.27], [-2.35, 3.05, -2.88], [-2.82, 1.32, -2.70], [-4.98, 1.93, -2.77], [3.28, 2.06, 3.91], [3.43, 1.34, 2.68], [2.26, 1.95, 4.29], [3.90, 1.63, 4.69], [3.51, 3.13, 3.85], [2.66, 1.60, 2.17]], "mulliken_charge": [-0.994, -0.643, 0.230, 0.026, -0.717, -0.656, 0.033, -0.311, 0.335, 0.557, -0.706, 0.433, 0.503, -0.718, -0.329, 0.265, 0.307, 0.263, 0.189, -1.073, 0.688, 0.152, 0.360, 0.342, 0.137, -0.802, -0.399, 0.293, 0.290, 0.318, 0.210, -0.924, 1.217, 0.197, 0.405, 0.134, -0.201, -0.640, -0.018, 0.032, 0.337, 0.339, 0.148, -0.584, -0.062, 0.080, 0.437, 0.066, 0.125, -0.935, 0.263, 0.326, 0.154, 0.375, 0.060, -0.753, 0.424, 0.130, 0.370, 0.142, 0.046, -0.653, -0.437, 0.314, 0.294, 0.138, 0.066, -0.331, -0.363, 0.327, 0.024, 0.222, 0.203, 0.149, -0.575, 0.386, -0.039, -0.187, 0.309, -0.502, -0.603, 0.018, 0.323, 0.335, 0.313]}